[1]
Computed, not measured: C4H8N4 as an isolated structure at a distorted geometry, with the ωB97M-V functional and the def2-TZVPD basis.

The calculation puts the energy at -10232.749 eV. As for the HOMO energy: -9.1 eV. Its energy above the lowest of the compared OMol25 structures with the same formula, charge and spin is 5.494 eV.

```
16
C4H8N4 | OMol25 | the ωB97M-V functional and the def2-TZVPD basis
C -0.674 -0.663 1.004
C -0.988 0.297 -0.055
C -2.364 0.494 -0.711
C 2.650 -0.410 -0.188
N -0.210 1.515 0.319
N 0.996 1.324 0.229
N -0.081 -0.785 -0.324
N 1.440 0.299 -0.370
H -0.241 -0.338 1.897
H -1.348 -1.577 1.256
H -2.930 1.311 -0.182
H -2.763 -0.554 -0.743
H -2.077 0.801 -1.707
H 2.579 -1.121 0.653
H 2.661 -1.046 -1.064
H 3.348 0.453 -0.015
```

[2]
Computed, not measured: one molecule with the formula C2H2N2O3 at a distorted geometry, with the ωB97M-V functional and the def2-TZVPD basis.

The calculation puts the energy at -11225.708 eV. Its SMILES is O=C=N[C@@H](O)N=O. As for the HOMO energy: -10.3 eV. Its energy above the lowest of the compared OMol25 structures with the same formula, charge and spin is 3.097 eV.

```
9
C2H2N2O3 | OMol25 | the ωB97M-V functional and the def2-TZVPD basis
O -3.748 -0.388 -0.552
C -2.679 -0.481 -0.158
N -1.728 -0.482 0.531
C -0.320 -0.265 0.289
O -0.028 -0.299 -1.130
N -0.157 1.065 0.920
O 0.277 1.951 0.217
H 0.257 -1.118 0.899
H 0.027 0.557 -1.396
```

[3]
Computed, not measured: C18H37CoO2P3 as an isolated structure at a distorted geometry, with the ωB97M-V functional and the def2-TZVPD basis.

Its expectation value of S² is 6.08. The calculation puts the energy at -88823.566 eV. As for the spin multiplicity: 5. As for the HOMO energy (spin up / spin down): -16.7 / -17.9 eV. Its energy above the lowest of the compared OMol25 structures with the same formula, charge and spin is 0.000 eV. As for the net charge: +3.

```
61
C18H37CoO2P3 | OMol25 | the ωB97M-V functional and the def2-TZVPD basis
Co 0.178 -0.102 1.805
P 1.562 -0.962 3.194
P 1.202 1.799 1.207
P -0.885 -1.994 1.064
H -0.975 2.056 -7.871
C -1.923 1.516 -7.754
C -3.058 2.155 -7.460
H -3.084 3.243 -7.314
C 2.956 -1.828 2.399
C 2.309 0.270 4.314
C 0.792 -2.137 4.353
C 0.493 3.007 -0.002
C 1.544 3.078 2.506
C 2.881 1.627 0.471
C -2.243 -2.020 -0.187
C -1.798 -3.039 2.290
C 0.222 -3.248 0.295
H -1.902 0.432 -7.923
H -4.013 1.621 -7.367
H 3.630 -2.149 3.209
H 3.461 -1.135 1.706
H 2.579 -2.689 1.826
H 2.888 -0.293 5.063
H 1.497 0.836 4.798
H 2.956 0.965 3.758
H 1.398 -3.056 4.374
H -0.241 -2.369 4.058
H 0.782 -1.646 5.336
H 0.989 3.985 0.052
H -0.572 3.118 0.234
H 0.579 2.613 -1.022
H 2.536 3.525 2.344
H 1.499 2.656 3.514
H 0.792 3.875 2.424
H 3.234 2.620 0.155
H 2.823 0.959 -0.398
H 3.579 1.203 1.204
H -2.822 -2.952 -0.107
H -1.852 -1.929 -1.209
H -2.903 -1.171 0.022
H -2.567 -3.628 1.769
H -2.298 -2.380 3.011
H -1.127 -3.730 2.814
H -0.395 -3.996 -0.225
H 0.843 -3.743 1.052
H 0.871 -2.742 -0.431
C -1.297 0.761 -1.453
C -0.095 0.222 -2.065
C -0.017 0.101 -3.452
C -1.107 0.408 -4.274
C -2.300 0.822 -3.689
C -2.419 0.966 -2.322
O -1.381 1.038 -0.213
H 1.096 -0.437 0.708
H 0.744 -0.040 -1.402
H 0.918 -0.257 -3.904
H -1.026 0.292 -5.367
H -3.160 1.042 -4.310
H -3.320 1.318 -1.833
O -1.961 0.989 3.435
C -1.090 0.555 2.791
```

[4]
Computed, not measured: an isolated ion of composition C7H18NSi and charge +1 at a distorted geometry, with the ωB97M-V functional and the def2-TZVPD basis.

Its expectation value of S² is 2.01. The calculation puts the energy at -16905.789 eV. As for the spin multiplicity: 3. As for the HOMO energy (spin up / spin down): -9.5 / -13.8 eV. Its energy above the lowest of the compared OMol25 structures with the same formula, charge and spin is 1.630 eV. As for the net charge: +1.

```
27
C7H18NSi | OMol25 | the ωB97M-V functional and the def2-TZVPD basis
C -0.064 0.726 -2.483
C -0.878 0.147 -1.597
C -1.977 3.224 0.859
C 0.138 -2.787 0.245
C 2.420 -2.003 0.338
C -0.652 2.378 0.701
C 0.690 -0.306 0.816
N 1.004 -1.585 0.022
Si -1.086 0.580 0.277
H -0.031 0.446 -3.471
H 0.668 1.536 -2.252
H -1.519 -0.674 -2.052
H -2.602 3.375 -0.131
H -2.723 2.852 1.610
H -1.739 4.225 1.265
H 0.324 -3.357 1.140
H -0.826 -2.338 0.115
H 0.209 -3.564 -0.658
H 2.399 -3.040 -0.044
H 3.159 -1.354 -0.296
H 2.527 -2.019 1.419
H -0.257 2.193 1.680
H 0.119 2.952 0.097
H 1.585 0.405 0.681
H 0.569 -0.612 1.853
H 0.842 -1.364 -1.047
H -2.297 -0.037 0.916
```

[5]
Computed, not measured: a 2-piece molecular cluster, C2H10NS2 overall at a distorted geometry, with the ωB97M-V functional and the def2-TZVPD basis.

Its expectation value of S² is 0.75. The calculation puts the energy at -25377.884 eV. As for the spin multiplicity: 2. As for the HOMO energy (spin up / spin down): -18.1 / -18.0 eV. Its energy above the lowest of the compared OMol25 structures with the same formula, charge and spin is 0.864 eV. As for the net charge: +2.

```
15
C2H10NS2 | OMol25 | the ωB97M-V functional and the def2-TZVPD basis
C 2.381 2.118 -0.737
N 3.535 2.771 -1.344
H 2.678 1.115 -0.412
H 2.102 2.733 0.130
H 1.548 2.076 -1.450
H 4.035 2.244 -2.100
H 4.212 2.930 -0.594
H 3.285 3.679 -1.683
C 0.161 -0.263 0.408
S -0.815 -1.773 0.430
S -2.680 -1.014 0.467
H 0.047 0.294 -0.519
H 1.231 -0.486 0.600
H -0.234 0.340 1.249
H -2.976 -0.862 1.801
```

[6]
Computed, not measured: an isolated ion of composition C4H9N2S and charge +1 at a distorted geometry, with the ωB97M-V functional and the def2-TZVPD basis.

The calculation puts the energy at -18100.813 eV. As for the HOMO energy: -14.4 eV. Its energy above the lowest of the compared OMol25 structures with the same formula, charge and spin is 2.714 eV. As for the net charge: +1.

```
16
C4H9N2S | OMol25 | the ωB97M-V functional and the def2-TZVPD basis
C -0.625 1.379 -0.987
C 0.135 -1.011 0.368
C -0.216 -2.403 0.773
C 1.187 -0.283 1.155
N -0.054 1.886 0.021
N -0.927 1.922 -2.189
S -0.720 -0.418 -0.886
H 0.610 -3.124 1.097
H -0.730 -2.881 -0.113
H -0.787 -2.229 1.697
H 2.084 -0.992 1.534
H 0.820 0.312 1.929
H 1.652 0.351 0.525
H -0.037 2.966 0.074
H -0.652 2.883 -2.346
H -1.739 1.642 -2.653
```